Here is a 9-piece molecular cluster, C44H101F2N11O14S2 overall in a non-equilibrium geometry from the OMol25 dataset. Energies are from ωB97M-V/def2-TZVPD.

Structure (XYZ):
```
174
C44H101F2N11O14S2, DFT ωB97M-V/def2-TZVPD
O 1.01 0.17 0.26
C 0.13 1.07 0.89
C -0.83 0.80 2.11
O -1.91 -0.12 2.07
H -0.52 1.55 0.16
H 0.71 1.96 1.14
H -1.19 1.79 2.39
H -0.13 0.53 2.90
C 5.71 -0.19 -6.56
C 5.51 -1.12 -5.34
N 5.07 -2.38 -5.94
C 5.85 -3.30 -6.62
C 4.94 -4.18 -7.16
N 3.63 -3.87 -6.80
C 3.73 -2.73 -5.99
C 2.39 -4.50 -7.02
H 4.81 0.18 -7.06
H 6.37 -0.72 -7.24
H 6.21 0.75 -6.31
H 4.86 -0.79 -4.53
H 6.51 -1.26 -4.92
H 6.93 -3.16 -6.65
H 5.02 -5.04 -7.81
H 2.87 -2.22 -5.57
H 2.48 -5.22 -7.83
H 1.66 -3.73 -7.29
H 2.03 -4.80 -6.03
C 5.70 5.55 -2.05
C 6.70 6.60 -1.76
N 7.88 6.50 -2.53
C 7.97 6.66 -3.92
C 9.32 6.37 -4.26
N 10.07 6.08 -3.08
C 9.15 6.26 -2.02
C 11.38 5.52 -2.98
H 6.02 4.61 -1.60
H 5.53 5.45 -3.12
H 4.71 5.86 -1.72
H 7.00 6.59 -0.72
H 6.37 7.61 -2.01
H 7.06 6.99 -4.39
H 9.78 6.39 -5.24
H 9.34 6.10 -0.97
H 11.79 5.21 -3.94
H 11.61 4.81 -2.19
H 12.02 6.41 -2.92
C -1.52 3.17 -6.91
C -2.04 3.13 -5.50
N -3.32 3.83 -5.49
C -4.60 3.32 -5.65
C -5.57 4.27 -5.61
N -4.89 5.50 -5.40
C -3.54 5.21 -5.40
C -5.48 6.77 -5.27
H -2.22 2.85 -7.68
H -0.70 2.46 -6.94
H -1.19 4.20 -7.04
H -1.37 3.83 -5.01
H -2.16 2.18 -4.97
H -4.74 2.26 -5.80
H -6.63 4.27 -5.82
H -2.80 5.94 -5.10
H -6.40 6.90 -4.70
H -5.81 7.22 -6.21
H -4.84 7.44 -4.70
C -9.53 -1.90 -1.93
O -8.55 -1.70 -0.83
C -7.84 -0.48 -0.74
C -8.40 0.22 0.51
N -7.46 1.33 1.05
H -7.79 1.63 1.96
H -6.54 0.98 1.28
C -7.18 2.51 0.11
C -8.43 3.44 -0.04
O -9.52 2.80 -0.69
C -10.75 3.55 -0.88
H -9.86 -2.93 -2.05
H -9.25 -1.44 -2.87
H -10.45 -1.38 -1.65
H -8.00 0.23 -1.55
H -6.77 -0.67 -0.66
H -8.47 -0.54 1.29
H -9.36 0.71 0.38
H -6.87 1.94 -0.76
H -6.26 2.89 0.56
H -7.98 4.25 -0.62
H -8.69 3.75 0.97
H -10.50 4.31 -1.62
H -11.07 3.97 0.07
H -11.52 2.85 -1.22
C 3.76 2.71 5.17
O 4.99 2.07 4.91
C 5.72 2.35 3.66
C 6.50 1.11 3.30
N 5.52 -0.10 3.38
H 4.97 0.07 4.21
H 4.99 0.09 2.54
C 5.99 -1.50 3.56
C 6.86 -1.87 2.29
O 8.13 -1.13 2.32
C 9.06 -1.32 1.26
H 3.98 3.77 5.25
H 3.53 2.45 6.21
H 3.04 2.45 4.40
H 6.28 3.27 3.81
H 5.06 2.57 2.82
H 7.35 1.00 3.98
H 6.61 1.04 2.22
H 5.00 -1.95 3.58
H 6.65 -1.84 4.36
H 6.34 -1.63 1.36
H 6.99 -2.94 2.14
H 8.69 -1.75 0.33
H 9.99 -1.88 1.37
H 9.52 -0.35 1.05
C -3.76 -7.24 7.68
O -3.96 -6.29 6.70
C -3.46 -5.04 6.84
C -4.54 -4.15 7.35
N -4.01 -2.67 7.40
H -3.59 -2.34 6.55
H -4.77 -2.00 7.39
C -2.94 -2.33 8.46
C -3.36 -2.50 9.91
O -3.39 -3.92 10.04
C -3.35 -4.43 11.41
H -4.11 -8.11 7.14
H -4.41 -7.07 8.54
H -2.80 -7.42 8.18
H -3.23 -4.71 5.82
H -2.62 -5.02 7.53
H -4.96 -4.40 8.33
H -5.42 -4.21 6.71
H -2.80 -1.27 8.25
H -2.10 -2.97 8.16
H -4.30 -2.02 10.17
H -2.64 -2.16 10.66
H -3.63 -5.48 11.51
H -4.14 -3.96 11.99
H -2.34 -4.50 11.81
C 3.22 -7.12 -1.57
O 2.00 -6.55 -1.18
C 1.11 -7.33 -0.49
C 0.15 -6.52 0.46
N -0.53 -5.28 -0.23
H -1.03 -4.67 0.41
H 0.14 -4.57 -0.51
C -1.60 -5.65 -1.34
C -2.75 -6.58 -0.89
O -2.31 -7.86 -0.51
C -3.47 -8.56 0.13
H 3.71 -7.49 -0.67
H 3.84 -6.26 -1.82
H 3.32 -7.84 -2.38
H 1.52 -8.25 -0.07
H 0.51 -7.78 -1.29
H 0.63 -6.14 1.35
H -0.62 -7.20 0.83
H -1.09 -6.12 -2.18
H -1.98 -4.71 -1.74
H -3.53 -6.63 -1.66
H -3.12 -5.97 -0.07
H -4.19 -7.90 0.61
H -3.03 -9.31 0.79
H -4.00 -9.13 -0.63
N -1.38 9.68 0.81
S -1.13 7.98 0.86
O 0.14 7.73 1.50
O -1.54 7.22 -0.23
F -2.12 7.62 2.06
S -0.62 9.89 -0.47
O -1.44 9.49 -1.62
O 0.79 9.75 -0.43
F -0.81 11.52 -0.52
```

## Properties
total charge = +4
largest force on an atom = 7.36 eV/Å
highest occupied orbital energy = -0.321 Eh
molecular weight = 1110.5 g mol⁻¹